1.
Computed, not measured: a structure of composition C6H13N2Ni in a non-equilibrium geometry, with ωB97M-V/def2-TZVPD.

```
! wB97M-V def2-TZVPD RIJCOSX def2/J DEFGRID3
* xyz -1 3
Ni -0.263 0.151 -0.689
N -0.335 -0.994 0.947
N -0.339 1.743 0.838
C -1.240 2.694 0.508
C 0.262 2.996 2.803
C -0.663 3.990 2.454
C 0.419 1.887 1.945
C 0.802 1.167 -1.868
C -1.411 3.843 1.287
H -0.786 4.869 3.086
H -1.415 -0.843 -0.997
H 0.026 1.920 -2.110
H 0.833 0.463 -2.706
H -0.458 -1.981 0.721
H 0.488 -0.951 1.577
H -1.793 2.517 -0.419
H 1.157 1.110 2.163
H -1.140 -0.703 1.499
H -2.122 4.599 0.954
H 1.730 1.479 -1.412
H 0.219 -1.064 -1.345
H 0.866 3.058 3.703
*
```

Properties
- HOMO (spin up / spin down) (Ha) = -0.009 / -0.142
- DFT total energy (eV) = -50452.0477
- E_LUMO (spin up / spin down) (eV) = 3.8 / 3.6
- relative energy (zero: lowest compared OMol25 entry of this formula, charge and spin) (eV) = 1.765

=====

2.
Computed, not measured: the ion C6H13N2SSi with charge +1 in a non-equilibrium geometry, with ωB97M-V/def2-TZVPD.

```
! wB97M-V def2-TZVPD RIJCOSX def2/J DEFGRID3
* xyz 1 1
S -0.751 -2.233 0.898
Si 0.070 -0.512 -1.624
N -0.739 -0.159 2.599
N 0.462 0.170 0.825
C 1.718 -0.373 -2.635
C -0.005 -2.237 -0.736
C -0.285 1.238 2.821
C 0.388 1.443 1.418
C -0.247 -0.676 1.469
C -1.360 0.664 -1.763
H -1.013 1.246 -2.586
H 2.293 0.610 -2.513
H -1.165 1.833 2.943
H 2.407 -1.264 -2.497
H 0.333 1.263 3.626
H 1.357 1.721 1.663
H -2.421 0.280 -1.798
H -0.236 2.154 0.757
H -0.329 -3.195 -1.141
H -1.263 -0.663 3.242
H -1.508 1.288 -0.867
H 1.024 -2.303 -0.456
H 1.271 -0.295 -3.647
*
```

Properties
- HOMO (Ha) = -0.467
- DFT total energy (eV) = -28118.7446
- E_LUMO (eV) = -3.9
- relative energy (zero: lowest compared OMol25 entry of this formula, charge and spin) (eV) = 1.649

=====

3.
Computed, not measured: an isolated molecule of C6H13N3 in a non-equilibrium geometry, with ωB97M-V/def2-TZVPD.

```
! wB97M-V def2-TZVPD RIJCOSX def2/J DEFGRID3
* xyz 0 1
N -0.343 -1.027 1.872
N -0.490 1.409 0.641
N -1.388 2.433 0.806
C -1.442 1.111 -1.667
C 0.905 -1.015 -1.680
C 0.208 -0.506 -0.450
C 1.933 -1.454 1.147
C -0.614 0.695 -0.476
C 0.580 -0.852 0.850
H -1.518 0.315 -2.410
H 0.989 -2.107 -1.662
H -1.003 2.005 -2.119
H -2.470 1.350 -1.380
H 2.237 -1.222 2.173
H 0.370 -0.740 -2.591
H 0.037 -0.904 2.805
H 2.701 -1.059 0.478
H 1.910 -2.542 1.041
H -2.304 2.088 1.103
H -1.055 3.046 1.547
H 1.915 -0.600 -1.769
H -1.156 -0.425 1.742
*
```

Properties
- HOMO (Ha) = -0.254
- DFT total energy (eV) = -10900.9769
- E_LUMO (eV) = 1.0
- relative energy (zero: lowest compared OMol25 entry of this formula, charge and spin) (eV) = 2.435
- SMILES = C/C(N)=C(C)/C(C)=N/N

=====

4.
Computed, not measured: an isolated molecule of C6H13N3 in a non-equilibrium geometry, with ωB97M-V/def2-TZVPD.

```
! wB97M-V def2-TZVPD RIJCOSX def2/J DEFGRID3
* xyz 0 1
N 1.668 0.584 1.348
N 0.105 2.265 0.828
N -1.907 0.198 0.404
C -0.432 -1.623 1.026
C 0.636 1.017 0.429
C -0.583 -0.338 0.237
C -0.035 -0.298 -1.143
C 0.753 0.794 -1.031
C -0.245 -1.280 -2.240
H -2.090 0.400 1.383
H 2.506 1.147 1.215
H 0.159 -2.257 -1.963
H 0.393 3.059 0.273
H 0.253 -0.954 -3.153
H -1.311 -1.410 -2.434
H -0.395 -1.404 2.095
H 0.474 -2.158 0.746
H -1.286 -2.277 0.844
H 1.258 1.406 -1.769
H 1.909 -0.385 1.184
H -1.990 1.074 -0.101
H 0.161 2.441 1.823
*
```

Properties
- HOMO (Ha) = -0.283
- DFT total energy (eV) = -10901.7429
- E_LUMO (eV) = 1.0
- relative energy (zero: lowest compared OMol25 entry of this formula, charge and spin) (eV) = 1.669
- SMILES = CC1=CC(N)(N)[C@@]1(C)N

=====

5.
Computed, not measured: a cluster of 2 separate species, C6H13N3 in total in a non-equilibrium geometry, with ωB97M-V/def2-TZVPD.

```
! wB97M-V def2-TZVPD RIJCOSX def2/J DEFGRID3
* xyz 0 1
N -0.071 0.831 -0.845
N 0.009 -2.349 -2.275
N 0.709 1.158 1.088
C -0.385 -0.276 -1.123
C -2.184 -1.974 -1.207
C 0.627 0.143 1.954
C -0.145 2.303 1.319
C -0.782 -1.511 -1.460
C 2.017 1.518 0.587
H -0.142 -3.331 -2.091
H 1.890 2.085 -0.332
H 0.305 2.971 2.064
H 2.564 2.119 1.324
H -2.200 -2.798 -0.489
H 2.593 0.619 0.374
H 0.991 -2.104 -2.281
H -2.789 -1.158 -0.816
H -1.116 1.970 1.679
H -0.323 -0.071 2.405
H 1.341 -0.657 1.882
H -2.633 -2.329 -2.138
H -0.278 2.838 0.381
*
```

Properties
- HOMO (spin up / spin down) (Ha) = -0.243 / -0.209
- DFT total energy (eV) = -10899.1643
- E_LUMO (spin up / spin down) (eV) = 0.9 / 0.4
- relative energy (zero: lowest compared OMol25 entry of this formula, charge and spin) (eV) = 4.248

=====

6.
Computed, not measured: a cluster of 2 separate species, C6H13N3O in total in a non-equilibrium geometry, with ωB97M-V/def2-TZVPD.

```
! wB97M-V def2-TZVPD RIJCOSX def2/J DEFGRID3
* xyz 0 1
O 3.496 -0.322 1.353
N -1.205 0.907 0.412
N 0.696 1.808 -0.332
N -0.348 1.188 -0.499
C -3.507 0.517 0.924
C -2.394 0.264 -0.090
C -2.148 -1.240 -0.270
C 3.469 -0.304 -0.003
C 1.878 2.006 -0.497
C 2.544 -1.257 -0.654
H 2.605 -1.162 -1.734
H 2.423 2.918 -0.598
H 2.780 -2.288 -0.370
H -3.767 1.572 0.942
H 4.122 0.320 1.703
H -2.675 0.685 -1.069
H -1.327 -1.402 -0.965
H 1.519 -1.069 -0.333
H 4.323 0.097 -0.527
H -3.040 -1.720 -0.664
H -3.160 0.233 1.913
H -1.892 -1.690 0.686
H -4.391 -0.061 0.673
*
```

Properties
- HOMO (spin up / spin down) (Ha) = -0.270 / -0.249
- DFT total energy (eV) = -12944.2612
- E_LUMO (spin up / spin down) (eV) = 0.8 / -0.2
- relative energy (zero: lowest compared OMol25 entry of this formula, charge and spin) (eV) = 7.455